Below is a 11-piece molecular cluster, C56H140N6O22 overall at a distorted geometry, with properties calculated with ωB97M-V with the def2-TZVPD basis set.

Last column: Mulliken charge in e.
Positions of all 224 atoms, in Å:
C: 9.20903 -28.99490 13.74654  0.1903
O: 9.27806 -29.09461 12.36871  0.8809
C: 9.53956 -30.42024 11.88792  -0.4168
C: 10.88542 -30.54087 11.16108  -0.7950
N: 12.10046 -30.44362 11.90362  -0.0334
C: 12.47530 -31.51261 12.86337  -0.6128
C: 13.79799 -31.25610 13.53991  -0.7007
O: 13.68644 -30.09937 14.33189  -0.1724
C: 14.95250 -29.61827 14.76205  -0.9608
H: 10.18699 -29.18387 14.20303  0.3074
H: 8.42956 -29.73506 14.12684  0.0657
H: 8.76015 -27.98512 14.07447  -0.8202
H: 8.76356 -30.57948 11.12863  -0.1940
H: 9.45232 -31.15402 12.67652  0.4101
H: 10.96604 -29.75502 10.37818  -0.4320
H: 10.80347 -31.50332 10.64091  0.7431
H: 12.16692 -29.54724 12.40898  0.0526
H: 12.29442 -32.50914 12.53668  0.5848
H: 11.66486 -31.47850 13.62919  0.2115
H: 14.61069 -31.13729 12.80971  0.3513
H: 13.99840 -32.16327 14.27089  0.3178
H: 15.73036 -29.42192 14.02177  0.3381
H: 15.31727 -30.38927 15.38273  0.4628
H: 14.69407 -28.72811 15.37814  0.2029
C: 0.76243 -28.80465 12.31174  -0.7588
O: 1.35491 -30.03463 12.61321  -0.1220
C: 0.48558 -31.14979 12.26885  -0.7311
C: 1.36723 -32.35499 12.20794  -0.5912
N: 2.43268 -32.12626 11.28492  -0.0926
C: 3.38222 -33.23933 11.10885  -1.1498
C: 4.54485 -33.32662 12.10045  -0.1035
O: 5.04498 -32.04832 12.36339  0.0824
C: 5.96174 -31.87668 13.43210  -0.1814
H: 1.19438 -27.99477 12.80217  0.0895
H: -0.29048 -28.92402 12.59071  0.3992
H: 0.83717 -28.55246 11.22241  0.2895
H: 0.00997 -30.93958 11.23662  0.3703
H: -0.35403 -31.27383 12.93516  0.4060
H: 0.77607 -33.19163 11.82656  0.4276
H: 1.65856 -32.67811 13.18349  0.3343
H: 2.95797 -31.29038 11.47663  0.0953
H: 3.75348 -33.16546 10.06359  0.3533
H: 2.84343 -34.18724 11.18885  0.4794
H: 5.27701 -34.02904 11.54684  -0.0949
H: 4.20941 -33.78399 13.06449  0.4041
H: 6.86573 -32.36395 13.30164  0.3235
H: 5.41546 -32.18688 14.37677  0.3909
H: 6.14641 -30.82730 13.50831  -0.5573
C: 3.75231 -22.02079 8.89621  -0.9616
O: 4.99076 -22.48273 9.39443  0.7482
C: 5.31877 -21.94937 10.67063  -0.0689
C: 6.53837 -21.02963 10.68006  0.2064
N: 6.15272 -19.65056 10.32369  -0.2772
C: 7.13955 -18.57355 10.36332  -1.0387
C: 7.80800 -18.37602 9.00994  -0.1014
O: 6.78019 -18.35176 8.03237  -0.3168
C: 7.22461 -17.79948 6.73542  -0.8541
H: 3.79238 -22.20061 7.82521  0.1530
H: 3.66252 -20.92861 9.07395  0.5753
H: 2.87416 -22.49953 9.37686  -0.0175
H: 5.50204 -22.75841 11.38051  -1.0181
H: 4.45664 -21.45729 11.11066  0.8838
H: 7.26296 -21.37297 9.97858  -0.4871
H: 7.00313 -21.17782 11.66874  0.4776
H: 5.54107 -19.60178 9.52631  0.2857
H: 7.96778 -18.76403 11.04435  0.3971
H: 6.61687 -17.66477 10.71246  0.3940
H: 8.43470 -19.21611 8.81365  -0.0270
H: 8.36397 -17.45588 9.00906  0.5195
H: 6.38466 -17.82347 6.08019  0.2381
H: 8.05922 -18.45216 6.40973  0.2991
H: 7.64426 -16.81654 6.88678  0.3420
C: 12.03038 -23.88131 8.76101  -0.5671
O: 10.92796 -23.09892 8.55254  -0.3745
C: 9.97516 -23.46422 7.52797  0.0745
C: 8.89823 -22.43959 7.51719  -0.0228
N: 7.89007 -22.65771 6.44103  0.0839
C: 6.86446 -21.64257 6.29575  0.1759
C: 5.97212 -21.94740 5.04959  0.0638
O: 5.17317 -20.78914 4.84182  -0.3438
C: 4.01183 -20.99506 4.12050  -0.7237
H: 12.66077 -24.12543 7.88762  0.3243
H: 11.69564 -24.79109 9.19218  0.0149
H: 12.62408 -23.35533 9.54222  0.3532
H: 9.54360 -24.43290 7.65263  0.1368
H: 10.45786 -23.46596 6.57368  0.2885
H: 9.38029 -21.46321 7.50558  0.4365
H: 8.34847 -22.47254 8.49499  -1.0588
H: 8.33498 -22.83381 5.53578  0.2372
H: 7.33635 -20.65254 6.29466  -0.2374
H: 6.24288 -21.55835 7.18880  -0.2652
H: 5.32056 -22.80114 5.23805  -0.2404
H: 6.54813 -22.18012 4.11306  0.5198
H: 3.23843 -20.25369 4.28771  0.2789
H: 3.56464 -21.96981 4.38869  0.2619
H: 4.22850 -20.96299 3.01015  0.2822
C: 9.69088 -22.88648 11.20505  0.1255
O: 9.31753 -22.40645 12.47800  -0.5573
C: 8.38711 -23.25784 13.14339  -0.1377
C: 9.03556 -24.62146 13.38800  1.1610
N: 10.05020 -24.48508 14.38398  -0.3244
C: 10.65250 -25.79242 14.67237  -0.6910
C: 11.57067 -26.49812 13.61931  0.3421
O: 12.58956 -25.65097 13.16628  -0.5142
C: 13.28106 -26.33590 12.20157  -0.3444
H: 9.99861 -21.98708 10.61190  0.2893
H: 8.93941 -23.46204 10.65078  -0.3170
H: 10.59039 -23.53237 11.32656  0.3216
H: 7.48330 -23.33415 12.49017  -0.2044
H: 8.12355 -22.74818 14.08519  0.4698
H: 9.44095 -24.87495 12.42588  -0.3916
H: 8.31581 -25.36963 13.67099  -0.6170
H: 10.71246 -23.79209 14.08329  0.4808
H: 9.84103 -26.53328 14.84473  -0.1756
H: 11.09722 -25.74867 15.63477  0.4717
H: 10.94656 -26.79947 12.78038  -0.3895
H: 11.90342 -27.43714 14.02967  0.5253
H: 13.46935 -27.34336 12.48083  0.1364
H: 14.17826 -25.70768 12.02262  0.3872
H: 12.72629 -26.40818 11.22386  -0.0817
C: 10.67677 -24.96133 4.36196  -0.8417
O: 9.27515 -25.18881 4.36891  -0.1345
C: 8.90369 -26.55599 4.31126  -0.0962
C: 7.39167 -26.63922 4.26010  -0.9040
N: 6.76093 -26.12088 5.46056  0.3300
C: 5.35042 -25.93031 5.32145  -1.2898
C: 4.73138 -25.83451 6.68903  1.0356
O: 3.48799 -25.05121 6.70944  -0.5678
C: 2.91200 -25.05661 8.05846  -0.5947
H: 11.30210 -25.43080 5.16360  0.1668
H: 10.83359 -23.89415 4.41982  0.3102
H: 11.04174 -25.42853 3.41157  0.3872
H: 9.29755 -27.15415 5.16806  -0.0781
H: 9.34802 -27.00269 3.35067  0.4383
H: 7.17980 -27.67110 4.16326  0.4230
H: 6.99547 -26.06436 3.38989  0.3743
H: 7.20256 -25.20718 5.71270  -0.1416
H: 4.90233 -26.71954 4.71064  0.5182
H: 5.19383 -24.98413 4.85888  0.2699
H: 5.50591 -25.47071 7.38362  -0.6136
H: 4.45145 -26.85827 6.97688  0.3154
H: 3.69285 -24.69251 8.73972  -0.0914
H: 2.70795 -26.10897 8.31793  0.4136
H: 2.09909 -24.34666 8.10192  0.4901
C: 7.54949 -25.75371 16.77408  -0.7288
O: 7.27648 -26.82817 15.93399  0.0384
C: 6.10287 -27.62731 16.37860  -0.8988
C: 6.02521 -28.92041 15.59855  -0.8860
O: 5.63561 -28.75819 14.28353  0.5561
C: 4.28249 -29.08358 14.02620  -0.8930
H: 7.76345 -26.12976 17.81016  0.2936
H: 6.69053 -25.06208 16.70959  0.2357
H: 8.42211 -25.26836 16.35853  0.1726
H: 5.18838 -27.00518 16.22885  0.2938
H: 6.24257 -27.91030 17.45198  0.5000
H: 5.44414 -29.64860 16.13946  0.5431
H: 7.02861 -29.28163 15.67060  0.3615
H: 3.88582 -29.93581 14.59577  0.4992
H: 4.25884 -29.42028 12.94689  -0.1318
H: 3.51045 -28.28331 14.21133  0.1855
C: 14.12285 -27.87667 8.30411  -0.4060
O: 13.64255 -27.42113 7.08095  -0.4563
C: 12.33165 -27.91241 6.73089  -1.0219
C: 11.21947 -27.28618 7.48804  1.2229
O: 11.11590 -27.65105 8.78209  0.2634
C: 9.83077 -27.20936 9.33075  0.2186
H: 15.20494 -27.88571 8.22500  0.3036
H: 13.72303 -28.88216 8.44878  0.3166
H: 13.82419 -27.21362 9.15312  -0.0251
H: 12.28628 -29.02115 6.83869  0.4809
H: 12.14892 -27.60137 5.68454  0.3495
H: 10.29185 -27.49654 6.95288  -0.3242
H: 11.42418 -26.20013 7.30382  -0.4452
H: 9.64790 -26.11201 9.05256  -0.0841
H: 9.79894 -27.46170 10.40910  -0.9184
H: 8.99596 -27.71026 8.75900  0.4416
C: 4.56697 -25.00584 14.14507  -0.0976
O: 3.28259 -25.15846 13.59654  -0.5924
C: 3.23877 -25.40390 12.24999  2.1682
C: 1.94846 -24.89182 11.68330  -1.2479
O: 0.82812 -25.65525 12.17581  -0.2181
C: -0.40211 -24.97325 12.02957  -0.9121
H: 5.05947 -24.16259 13.63240  0.0729
H: 5.12574 -25.95156 14.05171  -0.1191
H: 4.49399 -24.62367 15.14972  0.3812
H: 3.30436 -26.48810 12.05382  -0.6493
H: 4.06437 -24.83107 11.73590  -0.8347
H: 2.02879 -25.14927 10.65003  0.2870
H: 1.79250 -23.84483 11.91925  0.6414
H: -1.26416 -25.47836 12.50830  0.2352
H: -0.53594 -24.92125 10.97043  0.3865
H: -0.33619 -23.93915 12.43050  0.2970
C: 11.29389 -35.64838 12.92558  -0.7692
O: 10.63443 -35.30397 11.67985  -0.3053
C: 9.24110 -35.45537 11.66284  -0.4517
C: 8.77292 -34.75762 10.40697  -0.6653
O: 8.98641 -33.33040 10.42513  0.0101
C: 8.88162 -32.72704 9.11446  -0.7940
H: 10.84203 -35.14848 13.84233  0.3020
H: 12.36057 -35.35843 12.86439  0.2344
H: 11.22933 -36.73603 13.08948  0.3444
H: 8.81562 -34.97743 12.60037  0.2153
H: 8.89586 -36.48473 11.57377  0.4210
H: 7.68895 -34.91388 10.25078  0.3085
H: 9.33826 -35.22676 9.60635  0.3683
H: 7.86949 -32.90798 8.59571  0.2299
H: 9.69657 -33.08276 8.57236  0.4496
H: 9.05244 -31.68082 9.25956  0.1480
C: 6.77909 -25.14934 9.79441  1.0476
O: 6.09964 -25.81702 10.94157  0.6505
C: 6.72324 -27.03700 11.36479  1.1025
C: 5.88913 -28.20643 11.03769  0.8548
O: 5.89541 -28.44244 9.59775  -0.1786
C: 4.94500 -29.37977 9.29799  -0.9951
H: 6.62220 -25.70107 8.88192  0.0721
H: 7.80522 -25.03542 10.01393  -1.0857
H: 6.32118 -24.15333 9.92307  -0.2600
H: 6.93207 -27.01749 12.46941  -0.9430
H: 7.71184 -27.15599 10.88431  -0.6540
H: 4.86591 -27.98186 11.25181  -0.5293
H: 6.12963 -29.17926 11.48848  -0.0251
H: 3.88300 -29.10678 9.59274  0.1836
H: 5.17466 -30.30925 9.81073  0.2380
H: 4.93596 -29.51934 8.25789  0.4428

## Properties
E_tot, Eh: -4200.833295
SMILES string: COCCNCCOC.COCCNCCOC.COCCNCCOC.COCCNCCOC.COCCNCCOC.COCCNCCOC.COCCOC.COCCOC.COCCOC.COCCOC.COCCOC
LUMO energy, hartree: 0.0229
Kohn-Sham gap, eV: 8.69